Here is a molecular structure, C51H52HfN4O2SSbSiTe from the OMol25 dataset. Energies are from ωB97M-V/def2-TZVPD.

The HOMO energy comes out at -9.7872 eV. The LUMO energy comes out at -0.0960 Ha. For the largest force on an atom, the calculation gives 0.0091 hartree/bohr. The frontier orbital gap is 7.2 eV. The charge is +1. The energy relative to the best compared isomer or geometry (same formula, charge and spin) is 0.00 kJ/mol. For the calculated total energy, the calculation gives -97634.8829 eV.

Structure (XYZ):
```
114
Properties=species:S:1:pos:R:3:forces:R:3
Hf 0.25614 0.17249 1.35022 -0.3 -0.3 -0.3
C 0.43828 -0.96997 5.79631 0.0 0.0 0.0
C -0.88053 -0.85657 6.21110 0.0 0.0 0.0
C -1.84792 -0.45699 5.30364 0.0 0.0 0.0
C -1.49100 -0.16187 3.98662 0.0 0.0 0.0
C -0.16200 -0.23684 3.54475 0.0 0.0 0.1
C 0.78418 -0.66023 4.48710 0.0 0.0 0.0
C -2.53471 0.10983 2.97583 0.0 0.0 0.0
C -3.83407 0.53050 3.36704 0.0 0.0 0.0
C -4.80569 0.68237 2.43532 0.0 0.0 0.0
C -4.52254 0.38346 1.08157 0.0 0.0 0.0
C -5.50979 0.45951 0.07324 0.0 0.0 0.0
C -5.20881 0.14831 -1.22189 0.0 0.0 0.0
C -3.89741 -0.24577 -1.55218 0.0 0.0 0.0
C -2.92112 -0.30591 -0.59551 0.0 -0.1 0.0
C -3.20758 0.00413 0.75256 0.0 0.0 0.0
N -2.21161 -0.08419 1.70318 0.0 0.1 0.1
H 1.19842 -1.30091 6.49291 0.0 0.0 0.0
H -1.15985 -1.09770 7.22760 0.0 0.0 0.0
H -2.88005 -0.41933 5.62440 0.0 0.0 0.0
H 1.82560 -0.75262 4.19624 0.0 0.0 0.0
H -4.02456 0.75600 4.40454 0.0 0.0 0.0
H -5.79569 1.02421 2.71033 0.0 0.0 0.0
H -6.51127 0.76132 0.35318 0.0 0.0 0.0
H -5.96878 0.19837 -1.98912 0.0 0.0 0.0
H -3.65701 -0.50350 -2.57661 0.0 0.0 0.0
H -1.91233 -0.59805 -0.85922 0.0 0.0 0.0
O 2.17687 1.23669 0.64805 0.0 0.2 -0.1
C 2.89169 0.32258 1.12023 -0.1 0.0 0.0
O 2.32457 -0.64785 1.70583 0.0 0.1 0.1
H 3.98236 0.35574 1.04022 0.0 0.0 -0.1
C -1.27716 -4.31447 1.02179 0.0 0.1 0.0
C -1.15547 -2.94116 0.98128 0.0 -0.1 0.1
N -0.12359 -2.28636 1.53685 -0.1 0.1 -0.2
C 0.81125 -3.01036 2.14238 0.0 0.1 0.1
C 0.79361 -4.39554 2.20494 -0.2 -0.1 0.0
C -0.28438 -5.05774 1.64260 0.0 0.0 0.0
C 1.87393 -5.10569 2.90512 -0.1 -0.1 0.0
C 3.17416 -4.89711 2.73542 0.2 0.0 0.0
C 3.78616 -3.98951 1.74647 0.1 0.0 0.0
C 5.00715 -3.38027 2.01425 0.0 0.0 0.0
C 5.51034 -2.52845 1.04805 0.0 0.0 0.0
N 4.87866 -2.29889 -0.10157 0.0 0.0 0.0
C 3.73618 -2.95673 -0.27052 0.0 0.0 -0.1
N 3.15663 -3.78654 0.58535 0.1 0.0 0.0
H -2.13921 -4.78908 0.57520 0.0 0.0 0.0
H -1.91275 -2.34009 0.50383 0.0 0.0 0.0
H 1.61744 -2.46713 2.60887 0.0 0.0 0.0
H -0.34545 -6.13776 1.68379 0.0 0.0 0.0
H 1.56635 -5.84404 3.63851 0.0 0.0 0.0
H 3.86589 -5.43475 3.37400 0.0 0.0 0.0
H 5.53532 -3.55870 2.94023 0.0 0.0 0.0
H 6.44998 -2.00891 1.19913 0.0 0.0 0.0
H 3.22108 -2.80216 -1.21307 0.0 0.0 0.0
C 2.64457 4.19167 3.66637 0.0 0.0 0.0
Te 1.68764 2.28867 3.68321 0.1 0.0 0.1
C 0.50740 2.69676 5.39703 0.0 0.0 0.0
H 3.33805 4.21853 4.50232 0.0 0.0 0.0
H 1.92260 4.99811 3.74531 0.0 0.0 0.0
H 3.19125 4.28218 2.73128 0.0 0.0 0.0
H -0.05571 3.61339 5.24322 0.0 0.0 0.0
H 1.15336 2.78481 6.26529 0.0 0.0 0.0
H -0.17359 1.85943 5.52811 0.0 0.0 0.0
S 0.65251 -1.12526 -1.02954 -0.1 -0.2 0.2
Sb 0.45392 -0.30489 -3.15561 0.1 0.1 0.0
C -0.69468 -1.73627 -4.17265 -0.1 0.0 0.0
C -0.97315 -1.55612 -5.52480 0.0 0.0 0.0
C -1.76070 -2.48118 -6.19224 0.0 0.0 0.0
C -2.27416 -3.57603 -5.50887 0.0 0.0 0.0
C -1.99919 -3.75133 -4.16088 0.0 0.0 0.0
C -1.20645 -2.83152 -3.48724 0.0 0.0 0.0
C 2.34760 -0.30649 -4.03986 0.0 0.0 0.0
C 3.22223 0.75105 -3.80549 0.0 0.0 0.0
C 4.50077 0.71162 -4.33914 0.0 0.0 0.0
C 4.90294 -0.37998 -5.09734 0.0 0.0 0.0
C 4.03217 -1.43504 -5.32455 0.0 0.0 0.0
C 2.74979 -1.40266 -4.79429 0.0 0.0 0.0
C -0.40718 1.52889 -3.70019 0.0 0.1 -0.1
C 0.12197 2.12706 -4.84315 0.0 0.0 0.0
C -0.49697 3.24644 -5.38074 0.0 0.0 0.0
C -1.64000 3.75913 -4.78436 0.0 0.0 0.0
C -2.16447 3.15903 -3.64878 0.0 0.0 0.0
C -1.55077 2.04300 -3.10040 0.0 -0.1 0.0
H -0.58629 -0.69765 -6.06275 0.0 0.0 0.0
H -1.97618 -2.34695 -7.24353 0.0 0.0 0.0
H -2.89033 -4.29521 -6.03160 0.0 0.0 0.0
H -2.39873 -4.60689 -3.63294 0.0 0.0 0.0
H -0.97566 -2.97089 -2.43713 0.0 0.0 0.0
H 2.91715 1.60288 -3.20789 0.0 0.0 0.0
H 5.18448 1.53017 -4.15998 0.0 0.0 0.0
H 5.90204 -0.40871 -5.51035 0.0 0.0 0.0
H 4.34968 -2.28469 -5.91336 0.0 0.0 0.0
H 2.07258 -2.22956 -4.97389 0.0 0.0 0.0
H 1.01475 1.73578 -5.31526 0.0 0.0 0.0
H -0.08482 3.71533 -6.26382 0.0 0.0 0.0
H -2.12231 4.63139 -5.20416 0.0 0.0 0.0
H -3.05054 3.56505 -3.17942 0.0 0.0 0.0
H -1.96352 1.58888 -2.20800 0.0 0.0 -0.1
C -1.89580 4.58587 -0.55500 0.0 0.0 0.0
Si -0.89184 3.70827 0.77664 -0.1 0.0 0.0
C 0.72011 4.66232 0.92517 0.0 0.0 0.0
C -1.94626 3.77521 2.33386 0.1 0.0 0.0
C -0.65079 1.93050 0.27161 0.1 0.0 0.0
H -2.06927 5.63010 -0.28370 0.0 0.0 0.0
H -2.87151 4.11611 -0.70339 0.0 0.0 0.0
H -1.36438 4.57781 -1.51014 0.0 0.0 0.1
H 0.78484 5.39698 0.11991 0.0 0.0 0.0
H 1.58949 4.00739 0.85453 0.0 0.0 0.0
H 0.77803 5.21025 1.86333 0.0 0.1 0.1
H -2.23729 4.79799 2.58208 0.0 0.0 0.0
H -1.43501 3.34825 3.19736 0.0 0.0 0.1
H -2.86567 3.20273 2.17757 0.0 0.0 0.0
H -0.07358 1.96933 -0.66733 0.0 0.1 0.1
H -1.67501 1.66318 -0.01088 0.1 0.0 -0.1
```
Positions in Å, forces in eV/Å.